1.
The following is a quantum chemistry calculation of a 2-piece molecular cluster, C19H25FO8S overall at a distorted geometry, from the Open Molecules 2025 dataset.

molar mass	432.47	u
structure (SMILES)	C[C@@H](F)c1cc(CCCCS(=O)(=O)O)c2c(c1COO)C(=O)C=CC2=O.CCO
charge	0
orbital gap	8.82	eV
F_max	2.3	eV Å⁻¹

Each line ends with the Mulliken charge.
Positions of all 54 atoms, in Å:
C: -3.142 -1.558 4.325  -1.2567
C: -3.512 -0.494 3.257  -0.2059
F: -4.063 0.640 3.816  -0.3571
C: -2.361 -0.236 2.297  0.8915
C: -2.205 -1.175 1.306  -0.7095
C: -1.221 -1.109 0.340  0.0197
C: -1.165 -2.244 -0.678  -0.8570
C: -2.097 -1.940 -1.902  -1.0097
C: -1.265 -1.853 -3.196  -0.4238
C: -0.637 -3.229 -3.569  -0.8892
S: 1.156 -3.223 -3.641  1.2275
O: 1.691 -3.504 -2.340  -0.5776
O: 1.542 -4.186 -4.624  -0.6421
O: 1.626 -1.754 -4.072  -0.4415
C: -0.372 -0.010 0.379  0.2860
C: -0.509 0.943 1.387  0.6874
C: -1.484 0.846 2.365  0.3832
C: -1.589 1.888 3.470  -1.0444
O: -2.631 2.829 3.244  -0.2391
O: -2.389 3.495 2.022  -0.3375
C: 0.484 2.091 1.346  0.0459
O: 0.980 2.616 2.323  -0.6107
C: 0.879 2.532 -0.040  -0.9541
C: 1.012 1.629 -1.003  -0.5663
C: 0.711 0.187 -0.665  0.3140
O: 1.291 -0.719 -1.230  -0.5473
H: -3.620 -2.503 4.037  0.3456
H: -2.068 -1.761 4.325  0.3356
H: -3.541 -1.299 5.309  0.3783
H: -4.308 -0.953 2.655  0.4278
H: -2.901 -2.014 1.274  0.4616
H: -0.133 -2.478 -0.947  0.5149
H: -1.551 -3.127 -0.150  0.5551
H: -2.573 -0.973 -1.697  0.5117
H: -2.893 -2.692 -1.953  0.3609
H: -1.928 -1.528 -4.007  0.3689
H: -0.510 -1.076 -3.046  0.2689
H: -0.991 -3.495 -4.567  0.4016
H: -0.918 -3.983 -2.831  0.3909
H: 2.494 -1.656 -3.642  0.3615
H: -0.643 2.374 3.710  0.4626
H: -1.901 1.357 4.378  0.4827
H: -3.004 3.065 1.408  0.3335
H: 1.089 3.570 -0.284  0.3986
H: 1.305 1.879 -2.019  0.4649
C: 6.067 2.242 -0.829  -1.0630
C: 5.089 3.402 -0.844  -0.2705
O: 3.743 2.934 -0.918  -0.4013
H: 5.947 1.631 -1.724  0.2570
H: 7.097 2.599 -0.783  0.3571
H: 5.884 1.594 0.031  0.3515
H: 5.260 4.035 -1.714  0.2682
H: 5.202 4.014 0.056  0.2766
H: 3.577 2.382 -0.147  0.2132

2.
The following is a quantum chemistry calculation of C46H34BrCl2EuF3N4O3S5 as an isolated structure at a distorted geometry, from the Open Molecules 2025 dataset.

molar mass	1210.91	u
2S+1	8
energy relative to the best compared isomer or geometry (same formula, charge and spin)	0.000	eV
charge	-2
orbital gap (alpha / beta)	3.65 / 6.12	eV
F_max	2.8	eV Å⁻¹

Each line ends with the Mulliken charge.
Positions of all 99 atoms, in Å:
Eu: -0.112 1.146 -0.296  -0.3649
O: -1.806 -3.940 1.076  -0.4947
C: -1.170 -4.151 -0.114  0.8264
C: -1.212 -5.395 -0.729  -0.6335
C: -0.557 -5.613 -1.928  -1.0209
C: 0.137 -4.578 -2.527  -0.8004
C: 0.171 -3.333 -1.923  0.2535
C: -0.476 -3.102 -0.722  -0.0165
C: -0.558 -1.690 -0.183  -0.5022
O: 0.215 -0.791 -0.824  1.1548
N: -0.258 -1.643 1.267  -0.0854
N: -0.551 -0.463 1.802  -0.4432
C: -0.088 -0.108 2.951  -0.4463
C: -0.558 1.127 3.525  0.9472
Br: 2.143 1.726 1.136  -0.4683
C: -0.400 1.527 4.815  -1.3109
C: 0.145 0.788 5.930  0.8405
C: 0.641 1.511 7.022  -0.6768
C: 1.149 0.871 8.132  -0.4007
C: 1.174 -0.514 8.187  -0.4556
C: 0.656 -1.245 7.130  -0.6497
C: 0.133 -0.607 6.022  -0.5167
H: -2.254 -4.757 1.332  0.3445
H: -1.790 -6.187 -0.266  0.2713
H: -0.598 -6.588 -2.394  0.3908
H: 0.639 -4.726 -3.471  0.4709
H: 0.697 -2.507 -2.377  0.1879
H: -1.645 -1.410 -0.206  0.0080
H: 0.580 -2.126 1.594  0.2073
H: 0.649 -0.704 3.489  0.6558
H: -0.727 2.532 5.048  0.3581
H: 0.618 2.592 6.988  0.3408
H: 1.520 1.452 8.964  0.3469
H: 1.568 -1.022 9.056  0.3441
H: 0.643 -2.324 7.184  0.3695
H: -0.345 -1.187 5.248  0.5346
Cl: 0.807 1.466 -2.848  -0.0341
C: 1.855 2.830 -2.641  0.7628
C: 3.023 2.862 -3.380  -0.8692
C: 3.881 3.941 -3.266  -0.5002
C: 3.559 4.978 -2.402  -0.6443
C: 2.392 4.932 -1.665  0.2925
Cl: 2.029 6.235 -0.601  -0.2472
C: 1.483 3.859 -1.755  -0.2455
S: -0.014 3.869 -0.889  -0.1958
H: 3.236 2.038 -4.042  0.4889
H: 4.795 3.977 -3.840  0.3635
H: 4.214 5.829 -2.297  0.3986
F: -6.048 7.434 0.477  -0.2771
C: -6.438 6.202 0.856  0.8536
F: -7.227 6.403 1.942  -0.2738
F: -7.251 5.748 -0.108  -0.2941
C: -5.283 5.295 1.146  0.4674
C: -4.246 5.756 1.949  -0.7947
C: -3.184 4.925 2.242  -0.7739
C: -3.158 3.615 1.753  0.4739
C: -4.202 3.169 0.939  -0.3100
C: -5.255 4.005 0.632  -0.9387
C: -2.128 2.735 2.168  0.0618
C: -1.315 1.982 2.670  -0.6784
H: -4.276 6.761 2.341  0.3636
H: -2.373 5.277 2.859  0.4850
H: -4.180 2.170 0.536  0.5684
H: -6.050 3.657 -0.010  0.4447
S: -3.335 -3.717 -4.254  -0.3979
C: -2.966 -2.253 -3.610  0.2784
S: -3.836 -1.541 -2.267  -0.1858
C: -2.635 -0.215 -2.255  0.0016
N: -1.762 -0.328 -3.192  -0.4406
N: -1.955 -1.423 -3.962  0.5181
C: -1.034 -1.726 -4.982  -0.1507
C: 0.322 -1.520 -4.768  0.7438
C: 1.231 -1.990 -5.696  -0.7635
C: 0.798 -2.637 -6.841  -0.5966
C: -0.559 -2.752 -7.089  -0.5731
C: -1.482 -2.281 -6.175  -0.4841
S: -2.760 1.034 -1.130  -0.3144
H: 0.667 -1.032 -3.870  0.0963
H: 2.282 -1.867 -5.494  0.4912
H: 1.513 -3.056 -7.534  0.3884
H: -0.914 -3.223 -7.993  0.3759
H: -2.538 -2.365 -6.382  0.5190
C: 4.525 0.154 -1.113  -1.3879
S: 2.797 -0.513 -1.125  1.5318
O: 2.721 -1.207 -2.415  -0.7922
C: 3.160 -1.816 0.097  0.1692
C: 3.014 -3.137 -0.286  -0.2305
C: 3.200 -4.155 0.636  -0.5433
C: 3.544 -3.848 1.943  -0.4650
C: 3.724 -2.525 2.314  -0.7474
C: 3.532 -1.504 1.397  -0.6241
H: 5.226 -0.654 -1.280  0.4253
H: 4.708 0.651 -0.171  0.3881
H: 4.577 0.872 -1.923  0.3204
H: 2.763 -3.356 -1.313  0.5107
H: 3.069 -5.186 0.336  0.3941
H: 3.692 -4.637 2.670  0.3765
H: 4.014 -2.281 3.326  0.4465
H: 3.678 -0.478 1.695  0.2076

3.
The following is a quantum chemistry calculation of a 2-piece molecular cluster, H2NO3PS overall at a distorted geometry, from the Open Molecules 2025 dataset.

molar mass	127.06	u
structure (SMILES)	NP(=O)=O.O=S
energy relative to the best compared isomer or geometry (same formula, charge and spin)	1.691	eV
charge	0
orbital gap (alpha / beta)	7.77 / 7.42	eV
F_max	3.4	eV Å⁻¹

Each line ends with the Mulliken charge.
Positions of all 8 atoms, in Å:
N: -0.159 0.181 -0.290  -0.4976
P: -1.556 1.016 0.092  0.9991
O: -2.322 1.124 -1.118  -0.5608
O: -1.598 1.865 1.268  -0.5561
H: -0.562 -0.153 -1.142  0.3154
H: 0.127 -0.574 0.292  0.2897
O: -2.660 -1.033 0.750  -0.3855
S: -3.696 -0.873 -0.313  0.3959

4.
The following is a quantum chemistry calculation of a 7-piece molecular cluster, BF4H12O6 overall at a distorted geometry, from the Open Molecules 2025 dataset.

molar mass	194.89	u
energy relative to the best compared isomer or geometry (same formula, charge and spin)	0.101	eV
charge	-1
orbital gap	10.94	eV
F_max	1.6	eV Å⁻¹

Each line ends with the Mulliken charge.
Positions of all 23 atoms, in Å:
B: -0.425 -0.048 -0.350  0.5511
F: -0.674 0.309 -1.711  -0.4629
F: -0.392 1.162 0.373  -0.4152
F: -1.501 -0.826 0.111  -0.4646
F: 0.825 -0.655 -0.196  -0.3073
O: 2.185 1.344 -2.100  -0.6608
H: 1.819 1.851 -2.830  0.2888
H: 1.439 0.808 -1.783  0.3499
O: -0.206 -3.333 0.181  -0.6679
H: -0.438 -2.411 0.413  0.3626
H: -0.121 -3.318 -0.777  0.3073
O: 2.898 -2.321 0.782  -0.6509
H: 2.178 -2.125 0.162  0.3721
H: 2.621 -3.135 1.213  0.3078
O: 1.069 2.616 2.797  -0.6612
H: 0.368 2.141 2.329  0.3562
H: 1.447 3.194 2.128  0.3096
O: -2.142 -0.795 2.866  -0.6374
H: -2.360 0.037 3.295  0.2946
H: -2.267 -0.624 1.917  0.3514
O: -2.494 1.961 -2.949  -0.6671
H: -2.054 2.703 -3.374  0.2937
H: -1.777 1.469 -2.495  0.4500

5.
The following is a quantum chemistry calculation of a 4-piece molecular cluster, C2H12O3S2 overall at a distorted geometry, from the Open Molecules 2025 dataset.

molar mass	148.25	u
structure (SMILES)	CSSC.O.O.O
energy relative to the best compared isomer or geometry (same formula, charge and spin)	1.005	eV
charge	0
orbital gap	8.67	eV
F_max	2.1	eV Å⁻¹

Each line ends with the Mulliken charge.
Positions of all 19 atoms, in Å:
C: -3.166 1.386 1.010  -0.8084
S: -1.398 1.683 1.175  -0.0623
S: -1.088 1.924 -0.863  -0.0964
C: 0.240 0.779 -1.255  -0.7813
H: -3.381 0.558 0.341  0.2967
H: -3.728 2.247 0.646  0.3083
H: -3.475 1.187 2.042  0.2715
H: -0.132 -0.233 -1.358  0.2772
H: 1.144 0.799 -0.642  0.3174
H: 0.624 1.147 -2.208  0.2769
O: -0.513 -3.560 0.396  -0.6208
H: -0.600 -4.491 0.090  0.3216
H: -1.478 -3.385 0.441  0.3036
O: 3.122 -4.252 -0.491  -0.6365
H: 2.679 -3.407 -0.649  0.3181
H: 3.662 -4.064 0.273  0.3151
O: 4.128 0.183 -0.349  -0.6243
H: 4.552 -0.051 -1.167  0.3183
H: 4.464 1.045 -0.124  0.3055

6.
The following is a quantum chemistry calculation of C4H4O in the gas phase at a distorted geometry, from the Open Molecules 2025 dataset.

molar mass	68.08	u
structure (SMILES)	O[C@]12[C@@H]3[C@H]1[C@@H]32
energy relative to the best compared isomer or geometry (same formula, charge and spin)	6.312	eV
charge	0
orbital gap	9.75	eV
F_max	5.4	eV Å⁻¹

Each line ends with the Mulliken charge.
Positions of all 9 atoms, in Å:
O: 0.228 -1.881 1.216  -0.4678
C: 0.100 -0.459 0.188  0.1106
C: 0.221 0.085 -1.161  -0.4157
C: 0.404 0.963 0.040  -0.5184
C: -0.949 0.442 -0.307  -0.3890
H: 0.504 -1.478 2.042  0.3037
H: 0.545 -0.099 -2.149  0.4617
H: 0.935 1.789 0.433  0.4582
H: -1.987 0.638 -0.301  0.4567

7.
The following is a quantum chemistry calculation of C16H23N3O4 as an isolated structure at a distorted geometry, from the Open Molecules 2025 dataset.

molar mass	321.38	u
energy relative to the best compared isomer or geometry (same formula, charge and spin)	8.512	eV
charge	0
orbital gap	6.88	eV
F_max	12.6	eV Å⁻¹

Each line ends with the Mulliken charge.
Positions of all 46 atoms, in Å:
C: 1.062 -1.739 1.774  0.3123
C: -0.187 -0.924 1.908  0.0742
C: 0.594 -2.994 1.125  -1.7230
C: 0.118 -2.813 -0.265  0.6693
C: 0.848 -2.682 -1.384  -0.7523
C: -1.254 -2.603 -0.674  0.6307
C: -1.260 -2.410 -2.076  -0.0860
C: -2.507 -2.517 -0.032  -0.3296
C: -2.359 -2.514 -2.961  -0.8571
C: -3.610 -2.339 -0.890  -0.9912
C: -3.594 -2.358 -2.300  -0.3700
C: 0.672 2.417 -0.450  -0.7742
C: 1.207 2.508 -1.826  0.4918
C: 1.431 3.302 0.641  1.1351
C: 1.386 4.833 0.334  -1.6623
C: 0.959 2.876 2.070  -1.4000
H: 0.701 -2.182 3.637  0.3981
H: 1.673 -0.938 3.392  0.3554
H: 1.786 -1.177 1.194  0.4683
H: 1.394 -3.767 1.182  0.4777
H: -0.162 -3.313 1.707  0.4554
H: 1.878 -2.599 -1.568  0.5180
H: 0.339 -2.824 -3.284  0.2346
H: -2.633 -2.604 0.965  0.6855
H: -2.260 -2.661 -4.043  0.3729
H: -4.491 -2.028 -0.457  0.4403
H: -4.570 -2.300 -2.807  0.3598
H: -1.216 0.768 1.171  0.3794
H: 1.329 0.261 -0.442  0.3854
H: -0.105 0.384 -0.835  0.3139
H: -0.358 2.780 -0.541  0.3676
H: 2.491 2.953 0.552  0.2524
H: 0.352 5.248 0.160  0.3171
H: 1.931 4.950 -0.620  0.4781
H: 1.923 5.491 1.058  0.3515
H: 0.966 1.895 2.098  0.0617
H: 0.023 3.197 2.328  0.4463
H: 1.651 3.114 2.799  0.5353
H: 0.467 4.290 -1.929  0.3544
N: 1.521 -1.913 3.089  -0.8045
N: 0.070 -2.388 -2.495  -0.1013
N: 0.478 1.004 -0.209  -0.5582
O: -1.112 -1.246 2.620  -0.6002
O: -0.167 0.246 1.203  -0.2628
O: 1.708 1.606 -2.429  -0.5417
O: 0.885 3.705 -2.492  -0.5079

8.
The following is a quantum chemistry calculation of C3H12N4 in the gas phase at a distorted geometry, from the Open Molecules 2025 dataset.

molar mass	104.16	u
structure (SMILES)	CN[C@@](C)(N)NN
energy relative to the best compared isomer or geometry (same formula, charge and spin)	2.798	eV
charge	0
orbital gap	8.02	eV
F_max	3.6	eV Å⁻¹

Each line ends with the Mulliken charge.
Positions of all 19 atoms, in Å:
C: 0.272 0.854 2.130  -0.8368
N: -0.497 0.285 0.943  -0.2566
C: 0.188 -0.038 -0.260  0.8348
C: 1.206 1.005 -0.698  -1.6422
N: 0.781 -1.324 -0.144  -0.4826
N: -0.939 -0.191 -1.309  -0.0563
N: -1.725 -1.327 -1.542  -0.7229
H: -0.366 0.737 3.008  0.3361
H: 1.200 0.300 2.284  0.2556
H: 0.468 1.911 1.944  0.2260
H: -1.455 -0.023 1.044  0.2356
H: 1.589 0.774 -1.698  0.4304
H: 0.755 2.001 -0.730  0.3690
H: 2.065 1.041 -0.020  0.3212
H: 1.383 -1.595 0.623  0.1589
H: 0.600 -2.012 -0.867  0.2015
H: -1.006 0.505 -2.056  0.1926
H: -1.902 -1.832 -0.671  0.2049
H: -2.614 -1.071 -1.982  0.2305

Among the records above, which one has the highest molar mass?
C46H34BrCl2EuF3N4O3S5

Which value of charge does entry 3 give?
0